i | The following is a DFT calculation (wB97M-V/def2-TZVPD) of an isolated molecule of C12H21N5O3.

For the LUMO energy, the calculation gives 0.715 eV. As for the structure (SMILES): NCCCC[C@H](NC(=O)[C@@H](N)Cc1c[nH]cn1)C(=O)O.

The geometry in ORCA input format:
```
! wB97M-V def2-TZVPD RIJCOSX def2/J DEFGRID3
* xyz 0 1
N -6.52 1.66 -1.08
C -5.41 1.60 -0.16
C -4.15 1.20 -0.91
C -2.91 1.14 0.00
C -1.67 0.59 -0.72
C -0.39 0.50 0.16
N -0.52 -0.45 1.24
C 0.44 -1.03 1.94
O 0.23 -1.53 3.01
C 1.84 -1.14 1.29
N 2.83 -1.72 2.19
C 1.75 -2.05 0.04
C 2.70 -1.66 -1.05
C 3.76 -2.38 -1.56
N 4.16 -1.57 -2.62
C 3.49 -0.42 -2.61
N 2.56 -0.43 -1.65
C -0.04 1.92 0.49
O -0.24 2.91 -0.20
O 0.66 1.99 1.65
H -6.82 0.76 -1.39
H -7.37 2.06 -0.69
H -5.29 2.59 0.24
H -5.57 0.92 0.67
H -4.40 0.21 -1.40
H -3.99 1.88 -1.71
H -3.18 0.53 0.89
H -2.75 2.16 0.34
H -1.47 1.16 -1.58
H -1.87 -0.41 -1.13
H 0.43 0.14 -0.47
H -1.30 -0.33 1.84
H 2.19 -0.18 1.00
H 2.28 -2.39 2.74
H 3.14 -1.02 2.94
H 0.74 -2.15 -0.36
H 2.00 -3.03 0.45
H 4.23 -3.33 -1.31
H 4.92 -1.89 -3.24
H 3.69 0.43 -3.28
H 1.06 2.90 1.67
*
```

---

ii | The following is a DFT calculation (wB97M-V/def2-TZVPD) of an isolated molecule of C12H21N5O3.

For the LUMO energy, the calculation gives 0.637 eV. As for the structure (SMILES): NCCCC[C@H](N)C(=O)N[C@@H](Cc1c[nH]cn1)C(=O)O.

The geometry in ORCA input format:
```
! wB97M-V def2-TZVPD RIJCOSX def2/J DEFGRID3
* xyz 0 1
N 2.89 0.78 -1.80
C 3.17 -0.57 -1.26
C 2.06 -1.42 -0.63
C 1.57 -1.15 0.75
C 0.86 -2.34 1.41
C -0.56 -2.55 0.96
N -0.56 -2.90 -0.57
C -1.37 -1.30 1.19
O -1.79 -0.92 2.32
N -1.56 -0.53 0.09
C -2.42 0.70 -0.04
C -1.69 1.90 -0.64
C -0.52 2.47 0.08
C -0.42 3.23 1.20
N 0.94 3.65 1.33
C 1.60 2.97 0.34
N 0.83 2.29 -0.46
C -3.55 0.28 -0.92
O -3.52 -0.49 -1.82
O -4.66 1.02 -0.49
H 2.00 1.04 -1.33
H 2.57 0.68 -2.77
H 3.49 -1.09 -2.08
H 4.00 -0.54 -0.57
H 2.54 -2.41 -0.53
H 1.24 -1.50 -1.36
H 2.44 -0.93 1.44
H 1.03 -0.18 0.92
H 1.50 -3.27 1.45
H 0.71 -2.10 2.49
H -1.01 -3.36 1.51
H -1.42 -3.31 -0.92
H 0.10 -3.66 -0.58
H -1.22 -0.90 -0.81
H -2.85 0.91 0.94
H -1.41 1.55 -1.63
H -2.45 2.66 -0.84
H -1.00 3.44 2.08
H 1.21 4.01 2.24
H 2.71 3.11 0.26
H -5.47 0.71 -0.94
*
```

---

The most stable arrangement is i, and the next structure is 0.901 eV less stable.

---

i | The following is a DFT calculation (wB97M-V/def2-TZVPD) of a cluster of 2 separate species, ClH2NO2Si in total.

For the LUMO energy (alpha / beta), the calculation gives -1.675 / -1.593 eV. As for the structure (SMILES): O=N[SiH]=O.Cl.

The geometry in ORCA input format:
```
! wB97M-V def2-TZVPD RIJCOSX def2/J DEFGRID3
* xyz 0 1
O -0.96 -1.54 1.63
N -1.41 -0.90 0.69
Si -2.99 -0.75 -0.10
O -2.97 -0.62 -1.59
H -4.19 -1.05 0.77
Cl 1.94 -1.79 -0.71
H 2.47 -0.70 -0.30
*
```

---

ii | The following is a DFT calculation (wB97M-V/def2-TZVPD) of a cluster of 2 separate species, ClH2NO2Si in total.

For the LUMO energy, the calculation gives -1.007 eV. As for the structure (SMILES): O=[SiH2].O=NCl.

The geometry in ORCA input format:
```
! wB97M-V def2-TZVPD RIJCOSX def2/J DEFGRID3
* xyz 0 1
O -1.01 0.93 -0.51
Si -1.27 0.21 0.76
H -2.30 -0.72 0.91
H -0.46 0.34 2.01
O 1.94 0.40 -0.09
N 1.59 -0.58 -0.63
Cl 1.51 -0.57 -2.45
*
```

---

The most stable arrangement is i, and the next structure is 0.410 eV less stable.